Record 1
36
Properties=species:S:1:pos:R:3:forces:R:3:mulliken_charge:R:1 method="wB97M-V/def2-TZVPD" lumo_ev=-0.5 homo_lumo_gap_ha=0.283
O -2.89104 -1.23298 2.37937 0.8 0.6 -0.6 -0.4686
P -2.36936 -1.15548 0.79742 -0.9 -1.2 -0.9 0.5095
O -0.87606 -1.81587 0.89242 -0.3 0.7 0.5 -0.3446
C -2.26253 0.67946 0.47176 0.5 0.2 0.9 -0.2048
C -3.43743 1.38473 0.57296 0.0 0.2 -0.1 0.1678
Cl -4.94543 0.54714 0.94806 0.3 0.4 -0.1 -0.1863
C -3.49533 2.79763 0.38110 -0.1 -0.8 0.0 -0.8139
C -2.34606 3.45393 0.08573 -0.1 0.8 -0.1 -0.2339
C -1.09195 2.79515 -0.07581 -1.3 0.8 0.2 0.1993
N -0.01421 3.57084 -0.40175 0.3 -1.8 0.1 -0.6349
C 1.06035 2.83177 -0.55382 0.8 0.3 -0.2 -0.0753
C 1.13607 1.40615 -0.37688 -0.3 -0.3 0.1 -0.2219
N 0.09341 0.69162 -0.02518 0.3 0.8 -0.3 -0.3420
C -1.06205 1.40452 0.11662 -0.2 -0.7 0.2 0.4681
H -3.21179 -0.36758 2.66834 0.1 -0.2 0.2 0.3376
H -0.80042 -2.47070 0.17863 0.0 0.1 0.1 0.2363
H -4.44139 3.32934 0.47069 0.2 -0.2 0.0 0.4169
H -2.40470 4.53937 -0.03388 0.3 -0.4 -0.1 0.3821
H 1.97959 3.35626 -0.81906 -0.3 -0.1 0.0 0.2252
H 2.10000 0.85231 -0.53373 -1.8 0.5 0.1 0.4341
Br -1.28669 -4.68035 -0.79153 -0.1 -0.1 -0.1 -0.1552
C -2.25987 -5.11587 0.84008 0.2 0.2 0.1 -0.3812
C -1.73551 -6.37587 1.47416 -0.2 -0.2 0.0 -0.6409
Br -2.34553 -7.96119 0.52273 0.1 0.0 0.0 -0.1410
H -3.31057 -5.17543 0.57353 0.0 -0.1 0.0 0.4150
H -2.10376 -4.26274 1.49955 0.0 0.0 0.0 0.2084
H -2.12483 -6.48185 2.48488 0.0 0.1 0.0 0.3683
H -0.65087 -6.41999 1.49898 0.0 0.1 0.0 0.3894
Br 5.23311 1.95005 -4.03826 -0.1 0.1 0.0 -0.1207
C 5.71768 2.99861 -2.47205 0.2 -0.1 -0.2 -0.5896
C 5.80913 2.13807 -1.23988 -0.1 0.1 0.3 -0.5957
Br 4.03822 1.68038 -0.56289 1.6 0.2 -0.2 -0.0415
H 4.98259 3.79319 -2.38379 0.0 0.0 0.1 0.3611
H 6.68847 3.43060 -2.70780 0.0 0.0 0.1 0.3520
H 6.29404 2.68151 -0.43043 0.0 0.0 -0.1 0.3333
H 6.33471 1.20327 -1.41029 0.0 0.0 -0.1 0.3874

---

Record 2
31
Properties=species:S:1:pos:R:3:forces:R:3:mulliken_charge:R:1 method="wB97M-V/def2-TZVPD" lumo_ev="-11.6 / -11.6" relative_energy_ev=3.7630 homo_lumo_gap_ha="0.126 / 0.126" total_charge=+2
C 1.75061 3.87383 1.92589 0.5 4.1 1.1 -1.2303
C 2.78834 0.28016 0.37797 0.9 1.5 0.3 -1.1414
H 1.69531 4.74939 1.25592 0.5 -0.1 0.6 0.5876
H 2.72823 3.32036 1.64446 -0.9 0.6 0.2 0.3118
H 1.89342 4.12189 2.99359 -0.3 0.2 -0.6 0.5196
H 2.94495 -0.13412 -0.59353 -0.2 -0.3 -0.5 0.5080
H 3.57412 1.02598 0.56082 0.4 1.0 0.0 0.4307
H 2.87120 -0.36908 1.22694 -0.3 -0.6 0.3 0.3988
C -2.50877 1.40927 0.24625 -0.1 0.0 -0.4 0.6215
C -3.73961 1.12575 -0.33943 -0.2 0.1 0.0 -0.8227
C -3.82215 0.04639 -1.21955 0.5 0.0 0.0 -0.4601
C -2.67420 -0.71077 -1.41215 0.5 -0.1 0.3 -0.6009
H -2.41191 2.30424 0.90392 -0.4 -0.9 -0.5 -0.4073
H -4.61234 1.74480 -0.12971 0.3 -0.2 0.0 0.3870
H -4.73558 -0.23191 -1.75354 0.3 0.3 0.3 0.4484
H -2.68756 -1.57409 -2.06973 -0.2 0.3 0.1 0.2870
N -1.38947 0.69957 0.05236 0.4 -0.2 0.1 0.1309
C -1.47828 -0.42395 -0.72186 -0.6 0.0 0.2 0.4980
C -0.37331 -1.45319 -0.75053 0.9 -1.1 0.3 0.6976
N 0.71952 -1.26612 0.04710 -0.2 0.6 -0.5 -0.1759
C 1.69044 -2.17921 0.01692 0.6 -1.4 -1.3 0.0089
C 0.55097 -3.60599 -1.51715 0.6 -0.2 0.4 -0.6269
C 1.70205 -3.33513 -0.77201 -1.3 1.2 0.4 -0.7521
H 2.71062 -2.13058 0.42766 -1.0 1.0 0.9 0.4037
H 2.63853 -3.86281 -0.69569 -0.3 -0.8 -0.5 0.4319
C -0.48952 -2.66795 -1.49600 -0.1 0.5 0.5 -0.4677
H -1.42251 -2.90009 -2.01471 0.6 0.1 0.1 0.2456
H 0.51425 -4.56002 -2.05198 -0.4 0.5 -0.1 0.4268
Ce 1.30170 1.79526 1.14671 -2.5 -7.0 -0.4 1.3810
I -0.99284 4.02183 1.72029 2.3 -0.4 0.3 0.3848
F 1.26378 0.88629 2.99074 0.1 1.2 -1.7 -0.4240

---

Record 3
31
Properties=species:S:1:pos:R:3:forces:R:3:mulliken_charge:R:1 method="wB97M-V/def2-TZVPD" lumo_ev=2.9 relative_energy_ev=0.1351 homo_lumo_gap_ha=0.268 total_charge=-1
Cl -2.43570 1.05446 -1.94924 0.3 0.2 0.0 -0.8050
Cl 1.76997 2.92972 -1.24471 0.0 -0.1 0.2 -0.2375
C 0.07316 3.50428 -1.18746 0.0 0.4 -0.7 -0.3396
C -0.52625 3.56757 0.17895 -0.2 -0.1 0.3 0.0897
Cl 0.44974 4.57032 1.31345 0.0 -0.1 0.0 -0.2443
H -0.50219 2.83412 -1.82576 -0.2 -0.2 0.2 0.1253
H 0.07534 4.49047 -1.65098 0.1 0.0 0.1 0.3550
H -0.68742 2.58601 0.61525 0.2 0.1 0.1 -0.2213
H -1.49478 4.05725 0.12437 0.0 0.0 -0.2 0.3572
N -1.52765 -0.06792 1.83726 -0.2 0.1 0.0 -0.4801
C -0.44497 0.11204 1.09385 0.3 0.5 -0.2 -0.2187
C 0.78773 0.50351 1.61975 0.1 -0.2 -0.2 -0.3497
C 0.89879 0.72276 2.97561 -0.1 0.2 0.4 -0.3632
C -0.24907 0.62575 3.74355 -0.3 -0.4 0.3 -0.3754
C -1.42048 0.20994 3.13080 -0.1 -0.2 0.1 -0.2081
H -0.56982 0.05143 0.01916 -0.2 -0.3 0.1 0.4720
H 1.63663 0.63474 0.96111 0.0 0.0 0.0 0.3717
H 1.83509 0.99239 3.44964 0.1 0.1 -0.2 0.3718
H -0.26859 0.78747 4.81451 0.2 0.1 0.0 0.3634
H -2.32827 0.07415 3.71236 0.0 0.0 0.1 0.3806
N -0.58025 -2.42691 -0.98447 -0.6 0.3 0.0 -0.2708
C 0.01664 -1.70547 -1.92359 0.7 0.1 0.0 0.1172
C 0.97588 -2.25604 -2.77257 -0.1 -0.1 -0.3 -0.7359
C 1.20801 -3.61657 -2.71641 0.3 -0.4 0.4 -0.1279
C 0.53952 -4.37959 -1.76860 -0.3 0.1 -0.4 -0.4143
C -0.35808 -3.72734 -0.93651 0.6 -0.4 0.4 -0.2048
H -0.21177 -0.64365 -1.96167 -0.2 -0.1 0.0 0.2044
H 1.54141 -1.66004 -3.47774 -0.2 0.2 0.0 0.3496
H 1.95200 -4.10106 -3.33956 -0.1 0.2 -0.1 0.3460
H 0.67629 -5.45231 -1.72792 0.0 0.0 0.2 0.3460
H -0.83091 -4.27149 -0.12243 -0.2 0.0 -0.1 0.3465

---

Record 4
35
Properties=species:S:1:pos:R:3:forces:R:3:mulliken_charge:R:1 method="wB97M-V/def2-TZVPD" lumo_ev=-0.2 relative_energy_ev=11.0803 homo_lumo_gap_ha=0.330
C -3.28298 -2.57980 2.21981 3.8 -1.0 -7.1 -1.8239
C -2.35489 -1.44138 1.36556 -7.1 -6.3 -1.2 -0.0031
C -2.75671 -0.14547 1.85167 -5.9 -0.1 -4.2 -1.2943
C -2.00875 0.78315 1.13682 3.7 6.9 0.8 0.6549
N -0.57653 0.56624 1.45820 2.3 2.0 -1.9 -0.4394
S 0.64170 1.84060 0.73322 -4.3 -1.2 11.9 1.1587
O 1.69506 1.65062 1.68492 0.4 0.6 -1.6 -0.5847
O -0.08878 3.01488 0.55514 -0.3 3.1 0.4 -0.6233
O 0.66254 1.30888 -0.54858 2.5 -4.0 -9.9 -0.1383
C 0.97104 -0.02134 -0.96229 1.4 -1.0 2.0 -0.9052
C 2.16164 -0.69870 -0.20387 1.8 0.3 -4.4 0.4548
Cl 3.55950 0.57002 -0.65248 -1.0 -1.3 1.4 -0.1273
Cl 2.74236 -2.17259 -1.32210 -0.9 1.3 0.7 -0.1771
Cl 1.91496 -1.44077 1.28184 0.2 0.6 1.0 -0.0112
C -2.28039 0.51055 -0.21682 0.8 5.0 -8.5 -0.2999
C -2.04580 1.67727 -1.43488 -1.6 -4.9 3.6 -0.8258
C -2.28517 1.44942 -2.75385 -0.2 -7.9 8.1 -1.2625
C -2.58362 0.11830 -3.09696 -0.3 5.9 -8.7 -0.3789
C -2.86564 -0.65527 -2.15809 -2.8 -9.9 -4.6 -0.2448
C -2.69557 -0.53202 -0.91892 1.1 -3.7 11.4 1.0575
O -2.78974 -1.86272 -0.10191 1.1 4.4 1.1 -0.5565
H -4.24113 -2.38196 2.01680 -3.8 1.2 -0.5 0.5259
H -3.10189 -2.70375 3.16866 1.2 -0.1 5.3 0.5762
H -3.16042 -3.62940 1.72638 0.3 1.8 0.7 0.2848
H -1.40906 -1.69223 1.55646 3.9 -0.7 0.0 0.6280
H -2.57822 -0.21727 2.79336 0.7 0.3 6.4 0.7004
H -3.89687 0.09380 1.58145 2.2 -0.9 1.1 0.2289
H -2.18720 2.02180 1.28947 -0.2 -3.3 0.0 0.2510
H -0.32066 0.44670 2.43222 -0.4 0.3 0.1 0.2936
H 0.13557 -0.56318 -0.75885 -2.6 -1.6 1.3 0.3083
H 1.00605 -0.20010 -1.99644 1.0 1.1 -1.5 0.6288
H -1.68341 2.46764 -0.91012 0.7 3.0 0.4 0.6811
H -2.16703 2.19117 -3.24475 1.4 8.8 -7.3 0.8154
H -2.80047 -0.03949 -4.26541 0.6 -0.3 2.9 0.2277
H -3.10012 -1.75043 -2.44975 0.1 1.7 0.5 0.2202

---

| no. | maximum force (eV/A) | calculated total energy (Eh) |
| --- | --- | --- |
| 1 | 1.85 | -11823.28174 |
| 2 | 7.46 | -1447.07583 |
| 3 | 0.80 | -1955.82950 |
| 4 | 12.72 | -2599.73338 |